Entry 1:
Molecular formula: C23H56F2InO10S6
Method: DFT, ωB97M-V/def2-TZVPD

Summary:
- orbital gap (eV) = 6.0
- charge = -1
- E_LUMO (eV) = 1.46

Element x y z (Å)
C1 0.030 3.165 -0.651
C2 -1.292 2.380 -0.790
C3 -1.589 1.980 -2.228
F1 -0.714 0.966 -2.627
In1 -3.752 1.493 -2.416
F2 -4.690 1.770 -0.578
C4 -4.636 2.812 -3.975
C5 -4.552 4.287 -3.543
C6 -5.855 4.774 -2.946
C7 -5.929 4.450 -1.455
O1 -4.626 4.274 -0.932
C8 -4.170 -0.683 -2.901
C9 -5.603 -0.811 -2.852
O2 -6.377 -0.407 -3.707
O3 -6.119 -1.436 -1.687
C10 -6.525 -0.620 -0.664
C11 -7.310 0.614 -0.965
O4 -6.303 -0.964 0.486
H1 0.352 3.502 -1.631
H2 -0.124 4.043 -0.036
H3 0.777 2.541 -0.187
H4 -1.201 1.455 -0.231
H5 -2.120 2.954 -0.396
H6 -1.407 2.867 -2.831
H7 -5.643 2.520 -4.251
H8 -4.016 2.686 -4.857
H9 -3.725 4.424 -2.863
H10 -4.322 4.896 -4.418
H11 -5.958 5.844 -3.100
H12 -6.679 4.318 -3.482
H13 -6.529 3.561 -1.295
H14 -6.413 5.267 -0.917
H15 -4.643 3.511 -0.348
H16 -3.782 -0.959 -3.868
H17 -3.725 -1.326 -2.149
H18 -7.033 1.368 -0.249
H19 -8.355 0.377 -0.801
H20 -7.200 0.978 -1.975
C12 2.064 -1.781 2.074
S1 2.422 -0.099 1.569
O5 1.225 0.415 0.858
C13 3.620 -0.542 0.310
H21 1.295 -1.752 2.842
H22 1.699 -2.352 1.222
H23 2.969 -2.236 2.476
H24 3.144 -1.181 -0.436
H25 4.448 -1.070 0.784
H26 3.966 0.374 -0.165
C14 0.451 8.190 0.164
S2 0.029 7.356 1.701
O6 0.238 5.909 1.476
C15 -1.742 7.648 1.590
H27 1.523 8.085 0.012
H28 -0.085 7.724 -0.663
H29 0.193 9.247 0.241
H30 -2.127 7.218 0.666
H31 -1.936 8.721 1.625
H32 -2.212 7.163 2.442
C16 7.583 -2.058 3.370
S3 6.481 -3.331 2.759
O7 5.461 -2.656 1.908
C17 5.688 -3.685 4.332
H33 8.144 -1.673 2.523
H34 6.997 -1.259 3.828
H35 8.272 -2.495 4.091
H36 5.226 -2.779 4.724
H37 6.432 -4.068 5.031
H38 4.924 -4.441 4.159
C18 8.442 -5.019 -0.431
S4 9.966 -4.630 0.435
O8 9.596 -3.749 1.572
C19 10.651 -3.573 -0.846
H39 7.837 -5.643 0.223
H40 7.904 -4.098 -0.658
H41 8.674 -5.564 -1.346
H42 9.964 -2.752 -1.048
H43 10.819 -4.161 -1.748
H44 11.598 -3.180 -0.484
C20 0.604 -6.597 0.300
S5 2.114 -6.047 1.103
O9 1.708 -5.180 2.236
C21 2.653 -4.963 -0.225
H45 0.082 -7.257 0.988
H46 -0.023 -5.735 0.070
H47 0.856 -7.142 -0.611
H48 1.884 -4.216 -0.422
H49 2.846 -5.555 -1.120
H50 3.570 -4.471 0.096
C22 -4.524 -3.125 1.446
S6 -3.222 -1.996 0.943
O10 -1.981 -2.808 0.800
C23 -3.101 -1.122 2.506
H51 -4.726 -3.790 0.609
H52 -4.193 -3.705 2.310
H53 -5.421 -2.553 1.680
H54 -2.861 -1.828 3.303
H55 -4.046 -0.618 2.706
H56 -2.306 -0.385 2.411

=====

Entry 2:
Molecular formula: C24H29Cl2N4O10Rb
Method: DFT, ωB97M-V/def2-TZVPD

Summary:
- orbital gap (eV) = 7.2
- charge = -2
- E_LUMO (eV) = 3.89

Element x y z (Å)
Rb1 0.198 0.492 -0.454
C1 0.619 0.548 5.476
O1 0.910 1.841 4.961
C2 0.366 2.078 3.739
O2 -0.480 1.375 3.241
N1 0.891 3.202 3.203
N2 0.758 3.497 1.831
H1 0.990 0.536 6.498
H2 1.125 -0.218 4.886
H3 -0.452 0.351 5.461
H4 1.789 3.458 3.571
H5 1.361 2.885 1.277
H6 -0.201 3.341 1.531
O3 -2.297 -0.004 1.437
C3 -3.294 -0.956 1.708
C4 -2.823 -2.408 1.633
C5 -2.166 -2.784 0.290
C6 -2.907 -2.204 -0.885
C7 -4.110 -2.743 -1.337
C8 -4.787 -2.106 -2.365
C9 -4.254 -0.948 -2.908
C10 -3.043 -0.483 -2.410
N3 -2.383 -1.106 -1.434
H7 -1.659 0.057 2.161
H8 -4.073 -0.795 0.959
H9 -3.755 -0.786 2.691
H10 -3.700 -3.042 1.817
H11 -2.101 -2.598 2.434
H12 -2.120 -3.873 0.213
H13 -1.144 -2.413 0.273
H14 -4.510 -3.641 -0.879
H15 -5.726 -2.506 -2.734
H16 -4.758 -0.409 -3.700
H17 -2.580 0.420 -2.797
C11 -0.047 -0.636 -4.514
C12 0.470 0.716 -4.045
C13 0.706 1.646 -5.234
O4 -0.461 1.303 -3.146
C14 1.840 0.552 -3.298
O5 2.721 -0.117 -3.859
O6 1.892 1.162 -2.188
H18 -0.918 -0.513 -5.165
H19 -0.335 -1.246 -3.655
H20 0.748 -1.146 -5.056
H21 -0.228 1.802 -5.781
H22 1.456 1.213 -5.899
H23 1.062 2.615 -4.877
H24 0.124 1.656 -2.448
Cl1 -2.191 6.592 -0.830
C15 -1.401 5.179 -1.595
Cl2 -1.427 5.356 -3.368
C16 -2.091 3.829 -1.126
O7 -3.260 3.671 -1.477
O8 -1.303 3.125 -0.452
H25 -0.367 5.191 -1.283
O9 3.094 0.957 2.682
C17 2.947 -0.184 2.254
N4 1.827 -0.720 1.702
C18 2.089 -1.997 1.310
O10 1.306 -2.777 0.782
C19 3.531 -2.344 1.644
C20 4.295 -3.473 1.445
C21 5.617 -3.452 1.892
C22 6.142 -2.324 2.516
C23 5.359 -1.183 2.702
C24 4.057 -1.221 2.254
H26 3.882 -4.346 0.952
H27 6.248 -4.322 1.744
H28 7.174 -2.332 2.851
H29 5.755 -0.293 3.178

=====

Entry 3:
Molecular formula: C36H98N6O16
Method: DFT, ωB97M-V/def2-TZVPD

Summary:
- orbital gap (eV) = 8.8
- charge = 0
- structure (SMILES) = COCCNCCOC.COCCNCCOC.COCCNCCOC.COCCNCCOC.COCCNCCOC.COCCNCCOC.O.O.O.O
- E_LUMO (eV) = 0.36

Element x y z (Å)
C1 18.043 1.214 16.419
O1 17.023 2.065 16.264
C2 16.304 1.866 14.977
C3 17.071 1.895 13.588
N1 17.381 3.218 13.047
C4 18.644 3.273 12.376
C5 18.802 2.268 11.184
O2 19.143 3.032 10.041
C6 20.425 3.586 9.992
H1 18.918 1.486 15.829
H2 17.884 0.185 16.096
H3 18.342 1.094 17.460
H4 15.368 2.417 14.892
H5 15.785 0.910 15.054
H6 16.320 1.457 12.929
H7 17.919 1.217 13.493
H8 16.619 3.616 12.518
H9 19.496 3.317 13.056
H10 18.677 4.287 11.976
H11 17.781 1.918 11.033
H12 19.431 1.384 11.289
H13 20.496 4.368 10.748
H14 20.748 3.973 9.025
H15 21.142 2.836 10.326
C7 13.394 -10.067 23.323
O3 12.520 -9.046 22.789
C8 11.098 -9.358 22.496
C9 10.273 -8.089 22.262
N2 10.165 -7.415 23.558
C10 9.870 -6.048 23.365
C11 8.668 -5.397 23.873
O4 7.715 -5.183 22.743
C12 6.541 -4.414 23.194
H16 13.455 -10.963 22.704
H17 13.012 -10.354 24.302
H18 14.359 -9.563 23.372
H19 10.542 -9.856 23.290
H20 10.964 -9.922 21.572
H21 9.277 -8.332 21.892
H22 10.587 -7.455 21.433
H23 11.067 -7.525 23.999
H24 9.905 -5.819 22.299
H25 10.632 -5.400 23.798
H26 8.948 -4.470 24.375
H27 8.338 -6.036 24.692
H28 6.887 -3.393 23.356
H29 6.121 -4.873 24.089
H30 5.809 -4.456 22.387
C13 -14.138 -14.781 9.949
O5 -12.733 -14.740 9.919
C14 -12.155 -13.495 9.443
C15 -10.674 -13.344 9.743
N3 -10.535 -13.389 11.198
C16 -9.205 -13.163 11.675
C17 -9.135 -13.643 13.142
O6 -9.234 -15.119 13.066
C18 -9.038 -15.798 14.353
H31 -14.600 -14.528 8.995
H32 -14.628 -14.119 10.663
H33 -14.458 -15.809 10.117
H34 -12.800 -12.728 9.870
H35 -12.200 -13.484 8.354
H36 -10.283 -12.404 9.354
H37 -10.125 -14.201 9.354
H38 -10.632 -14.343 11.515
H39 -9.145 -12.081 11.555
H40 -8.456 -13.698 11.092
H41 -10.012 -13.243 13.652
H42 -8.254 -13.180 13.586
H43 -9.832 -15.472 15.026
H44 -8.106 -15.372 14.723
H45 -9.032 -16.887 14.305
C19 6.671 -2.594 17.434
O7 6.122 -3.456 16.468
C20 5.080 -4.289 17.138
C21 4.170 -4.832 16.054
N4 3.010 -5.588 16.565
C22 3.191 -7.066 16.463
C23 1.801 -7.834 16.553
O8 0.931 -7.561 17.555
C24 -0.475 -7.851 17.296
H46 7.744 -2.426 17.340
H47 6.405 -2.856 18.458
H48 6.228 -1.626 17.197
H49 4.348 -3.827 17.800
H50 5.529 -5.175 17.587
H51 4.784 -5.421 15.372
H52 3.980 -4.013 15.361
H53 2.193 -5.436 15.991
H54 3.990 -7.401 17.124
H55 3.464 -7.250 15.424
H56 1.879 -8.917 16.455
H57 1.476 -7.506 15.566
H58 -0.602 -8.593 16.507
H59 -0.984 -6.941 16.976
H60 -0.839 -8.298 18.221
C25 5.758 -17.393 19.681
O9 4.915 -16.589 18.911
C26 4.806 -15.257 19.230
C27 3.497 -14.962 20.054
N5 2.211 -15.267 19.380
C28 1.695 -16.603 19.777
C29 0.393 -17.030 19.026
O10 0.392 -17.075 17.557
C30 0.953 -18.242 16.954
H61 6.779 -17.422 19.302
H62 5.444 -18.437 19.663
H63 5.918 -17.043 20.700
H64 4.692 -14.685 18.309
H65 5.704 -14.963 19.774
H66 3.612 -13.903 20.285
H67 3.506 -15.364 21.067
H68 2.243 -15.256 18.371
H69 1.374 -16.515 20.815
H70 2.474 -17.355 19.644
H71 -0.392 -16.346 19.349
H72 0.024 -17.979 19.414
H73 0.310 -19.110 17.102
H74 1.961 -18.465 17.303
H75 1.047 -18.212 15.869
C31 -2.850 -1.823 15.043
O11 -2.245 -0.501 14.963
C32 -1.029 -0.295 15.705
C33 -0.208 1.014 15.320
N6 0.533 0.825 14.026
C34 -0.402 0.909 12.846
C35 -1.158 2.256 12.579
O12 -0.142 3.174 12.081
C36 -0.760 4.372 11.612
H76 -2.239 -2.613 14.608
H77 -3.853 -1.983 14.647
H78 -2.920 -2.073 16.102
H79 -0.465 -1.208 15.897
H80 -1.263 -0.161 16.761
H81 0.655 1.160 15.969
H82 -0.783 1.921 15.504
H83 1.341 1.421 13.920
H84 -1.129 0.097 12.862
H85 0.046 0.519 11.932
H86 -1.548 2.665 13.511
H87 -2.018 2.217 11.911
H88 -1.496 4.835 12.270
H89 -1.117 4.063 10.629
H90 0.047 5.102 11.549
O13 0.525 -14.723 13.121
H91 -0.288 -14.407 12.729
H92 0.262 -15.481 13.642
O14 11.960 -2.430 13.626
H93 11.232 -2.033 14.104
H94 11.844 -3.372 13.751
O15 -0.693 -11.615 21.944
H95 -0.684 -10.928 21.277
H96 -0.114 -12.294 21.597
O16 3.755 -7.737 21.745
H97 3.444 -7.627 20.846
H98 4.273 -6.951 21.918

=====

Entry 4:
Molecular formula: C3H12NO3S
Method: DFT, ωB97M-V/def2-TZVPD

Summary:
- orbital gap (eV) = 6.9
- charge = -1
- E_LUMO (eV) = 3.44

Element x y z (Å)
C1 1.254 -0.377 -0.975
C2 1.331 1.154 -1.216
S1 1.858 1.991 0.348
N1 0.407 -0.832 0.179
C3 -1.229 -0.537 -0.046
O1 -1.698 -1.593 -0.543
H1 2.184 -0.820 -0.912
H2 0.852 -0.764 -1.998
H3 1.995 1.318 -2.030
H4 0.247 1.458 -1.443
H5 1.100 1.066 1.123
H6 0.488 -1.810 0.326
H7 -1.070 0.234 -0.717
H8 -1.504 -0.292 1.013
H9 -3.302 -1.973 -0.506
H10 -3.319 -1.198 -1.725
O2 -3.923 -1.505 -1.093
H11 0.148 -0.038 1.889
H12 0.848 -0.739 3.043
O3 0.695 0.109 2.700

=====

Entry 5:
Molecular formula: C31H45N3O4S2Si2TeV
Method: DFT, ωB97M-V/def2-TZVPD

Summary:
- orbital gap (alpha / beta) (eV) = 6.2 / 6.5
- charge = 0
- multiplicity = 4
- E_LUMO (alpha / beta) (eV) = -0.15 / -0.43

Element x y z (Å)
V1 0.366 -1.126 1.893
C1 -1.947 -2.978 2.856
N1 -1.104 -2.776 1.648
C2 -0.283 -3.977 1.387
C3 0.911 -3.975 2.323
N2 1.803 -2.821 2.040
C4 2.703 -2.615 3.200
C5 2.558 -3.075 0.810
C6 3.566 -4.031 0.801
C7 4.276 -4.296 -0.357
C8 3.967 -3.601 -1.519
C9 2.959 -2.655 -1.513
C10 2.239 -2.375 -0.348
S1 0.987 -1.142 -0.366
C11 -2.024 -2.433 0.566
C12 -2.609 -3.416 -0.216
C13 -3.561 -3.078 -1.168
C14 -3.940 -1.752 -1.311
C15 -3.352 -0.771 -0.529
C16 -2.375 -1.088 0.416
S2 -1.573 0.183 1.332
H1 -2.652 -3.792 2.668
H2 -2.489 -2.057 3.057
H3 -1.332 -3.203 3.722
H4 0.054 -3.941 0.350
H5 -0.863 -4.894 1.533
H6 1.468 -4.912 2.232
H7 0.582 -3.882 3.359
H8 3.219 -3.538 3.474
H9 2.103 -2.287 4.047
H10 3.426 -1.848 2.945
H11 3.808 -4.574 1.706
H12 5.065 -5.037 -0.351
H13 4.515 -3.797 -2.432
H14 2.716 -2.107 -2.415
H15 -2.325 -4.453 -0.093
H16 -4.004 -3.848 -1.786
H17 -4.685 -1.475 -2.046
H18 -3.627 0.269 -0.655
O1 3.631 1.662 0.113
C17 3.263 0.830 1.095
O2 3.733 -0.267 1.237
C18 2.260 1.436 2.029
C19 2.362 2.764 2.351
C20 1.522 3.287 3.362
C21 0.682 2.446 4.024
C22 0.636 1.078 3.662
N3 1.377 0.595 2.601
C23 -0.105 0.067 4.313
O3 -0.857 0.278 5.403
O4 -0.062 -1.124 3.878
H19 4.278 1.186 -0.429
H20 3.079 3.386 1.838
H21 1.559 4.339 3.607
H22 0.042 2.831 4.809
H23 -0.829 1.208 5.656
C24 -2.063 6.396 -1.434
Si1 -1.269 4.802 -0.833
C25 -0.198 5.165 0.662
C26 -2.605 3.587 -0.349
C27 -0.176 4.119 -2.194
Te1 0.711 2.232 -1.653
C28 -0.989 1.101 -2.305
Si2 -0.833 0.471 -4.059
C29 -2.401 -0.454 -4.513
C30 -0.596 1.893 -5.259
C31 0.633 -0.688 -4.169
H24 -2.698 6.834 -0.661
H25 -2.686 6.218 -2.314
H26 -1.307 7.137 -1.706
H27 -0.792 5.598 1.471
H28 0.607 5.865 0.422
H29 0.250 4.239 1.026
H30 -3.205 4.006 0.463
H31 -2.183 2.640 0.000
H32 -3.283 3.374 -1.180
H33 0.636 4.816 -2.417
H34 -0.715 3.950 -3.127
H35 -1.854 1.751 -2.154
H36 -1.091 0.271 -1.605
H37 -3.277 0.192 -4.417
H38 -2.546 -1.314 -3.855
H39 -2.362 -0.815 -5.544
H40 -1.457 2.566 -5.262
H41 -0.470 1.512 -6.275
H42 0.293 2.477 -5.009
H43 0.517 -1.513 -3.463
H44 1.552 -0.152 -3.921
H45 0.739 -1.103 -5.174

=====

Entry 6:
Molecular formula: C19H37N3O5PPtSi
Method: DFT, ωB97M-V/def2-TZVPD

Summary:
- orbital gap (alpha / beta) (eV) = 7.4 / 7.4
- charge = +1
- E_LUMO (alpha / beta) (eV) = -3.79 / -3.79

Element x y z (Å)
Pt1 0.460 0.413 0.567
O1 -1.550 0.896 -0.766
C1 -1.934 0.447 -1.842
C2 -1.018 -0.183 -2.854
C3 -1.569 -1.611 -3.093
C4 -2.201 -2.249 -1.830
C5 -3.701 -1.970 -1.605
C6 -4.040 -0.511 -1.255
N1 -3.269 0.377 -2.138
H1 -0.014 -0.214 -2.430
H2 -0.988 0.395 -3.780
H3 -0.749 -2.240 -3.440
H4 -2.309 -1.601 -3.898
H5 -1.626 -1.944 -0.948
H6 -2.093 -3.331 -1.917
H7 -4.058 -2.614 -0.798
H8 -4.249 -2.253 -2.509
H9 -3.779 -0.277 -0.224
H10 -5.103 -0.319 -1.389
H11 -3.439 0.145 -3.107
C7 5.167 0.295 0.272
O2 3.771 0.025 0.030
P1 2.696 -0.088 1.188
O3 3.220 -1.298 2.101
C8 3.499 -2.592 1.543
O4 3.105 1.124 2.147
C9 2.209 1.689 3.113
H12 5.686 0.033 -0.644
H13 5.540 -0.297 1.106
H14 5.302 1.353 0.492
H15 4.526 -2.624 1.180
H16 2.829 -2.830 0.716
H17 3.372 -3.320 2.340
H18 2.521 2.716 3.282
H19 2.261 1.131 4.047
H20 1.181 1.675 2.737
C10 -2.356 -2.715 3.075
Si1 -0.630 -2.125 2.542
C11 0.556 -1.869 3.985
C12 0.107 -3.352 1.299
C13 -1.002 -0.421 1.785
H21 -2.306 -3.495 3.837
H22 -2.898 -3.122 2.218
H23 -2.948 -1.893 3.480
H24 0.777 -2.807 4.496
H25 0.145 -1.178 4.724
H26 1.503 -1.458 3.629
H27 -0.357 -4.336 1.392
H28 1.176 -3.479 1.471
H29 -0.030 -3.020 0.268
H30 -1.174 0.306 2.585
H31 -1.892 -0.477 1.155
N2 -2.467 4.374 -2.192
C14 -1.236 4.871 -2.471
O5 -1.056 5.868 -3.135
C15 -0.070 4.074 -1.948
C16 1.147 4.211 -2.606
C17 2.227 3.461 -2.181
C18 2.043 2.573 -1.132
N3 0.881 2.455 -0.476
C19 -0.142 3.225 -0.859
H32 -3.264 4.901 -2.508
H33 -2.625 3.528 -1.675
H34 1.220 4.907 -3.431
H35 3.192 3.537 -2.661
H36 2.858 1.949 -0.807
H37 -1.036 3.160 -0.254

=====

We obtain strongest force on any atom values of 2.2 1.8 4.2 4.5 0.5 2.3 eV/A for the records listed above, in that order.